The following is a quantum chemistry calculation of 2 unconnected molecules or ions with the total composition C6H16O, from the Open Molecules 2025 dataset.

The geometry in XYZ format:
```
23
C6H16O ωB97M-V/def2-TZVPD
O 2.745 0.830 -0.148
C -0.652 0.010 -1.268
C -0.519 0.612 1.304
C -0.574 2.126 1.408
C 0.296 -1.234 -1.419
C 0.138 -2.179 -0.213
C -1.344 0.229 0.088
H -0.460 -1.872 0.660
H -0.837 2.379 0.371
H 0.046 -1.940 -2.228
H -0.107 0.909 -1.441
H 1.335 -0.970 -1.554
H 0.495 0.217 1.183
H -1.360 2.458 2.057
H -2.282 0.748 -0.083
H 1.055 -2.422 0.436
H -1.911 -0.701 0.319
H -0.877 0.133 2.232
H -0.394 -3.111 -0.606
H 2.953 0.878 -1.094
H 0.385 2.536 1.743
H -1.619 0.012 -2.029
H 3.488 0.353 0.281
```

Energy relative to the best compared isomer or geometry (same formula, charge and spin) ... 42.4 kcal/mol
HOMO level ... -10.32 eV
SMILES ... CCCCCC.O
Spin multiplicity ... 1